<1>
15
Properties=species:S:1:pos:R:3:nbo_charge:R:1 method="wB97M-V/def2-TZVPD" homo_lumo_gap_ha=0.3084 charge=+1 smiles="N[C@@]1([NH3+])C=CC=P1"
N 0.90835 1.33931 0.82928 -0.86
C 0.28861 0.44006 -0.12704 0.00
N 1.34448 -0.30767 -0.83564 -0.70
C -0.61333 -0.72414 0.57628 -0.19
C -1.87195 -0.75419 0.12690 -0.20
C -2.28273 0.35068 -0.70858 -0.59
P -1.10631 1.32702 -1.32467 0.66
H 0.44666 1.56120 1.72666 0.43
H 1.34179 2.09544 0.37337 0.38
H 2.16227 0.17596 -1.10727 0.44
H 0.88719 -0.75270 -1.68077 0.46
H 1.81490 -1.08657 -0.27950 0.44
H 0.06530 -1.42550 1.14739 0.23
H -2.63827 -1.25755 0.61477 0.24
H -3.27191 0.53628 -0.94953 0.25


<2>
15
Properties=species:S:1:pos:R:3:nbo_charge:R:1 method="wB97M-V/def2-TZVPD" homo_lumo_gap_ha=0.2863 charge=+1
C -0.26100 1.31852 -0.40885 -0.18
C -0.70117 0.05704 -0.28863 0.07
C 1.50849 0.06414 0.12688 0.13
C -3.19670 -0.84690 -0.07626 -0.23
N 1.13661 1.30268 -0.20839 -0.45
N 0.38560 -0.69875 0.08690 -0.54
P 3.15760 -0.57017 0.00055 0.42
H -0.89368 2.16882 -0.62894 0.26
H -3.63517 -0.44094 0.81520 0.20
H -3.18111 -0.16044 -0.95485 0.22
H -3.26058 -1.95036 -0.24333 0.22
H 1.68470 2.07227 -0.22887 0.43
H 0.27523 -1.70431 0.28326 0.45
H 3.11396 -1.08803 1.16154 -0.02
H 3.86720 0.47644 0.56379 0.02


What should be chosen as the least stable of them? Choose <2>.